Entry 1:
ORCA calculation (wB97M-V/def2-TZVPD) on C20H29N3O4S in the gas phase.

energy relative to the best compared isomer or geometry (same formula, charge and spin) = 1.066 eV
lowest unoccupied orbital energy = 0.5 eV
structure (SMILES) = CC(=O)N1CCC(C(=O)Nc2ccc(S(=O)(=O)N3CCC(C)CC3)cc2)CC1
gap between HOMO and LUMO = 9.32 eV
HOMO = -8.77 eV

The geometry in XYZ format:
```
57
Properties=species:S:1:pos:R:3:forces:R:3
C 0.15883 1.71751 -2.13589 -0.01 -0.07 0.19
C 1.21473 0.64124 -2.17939 -0.02 0.36 0.15
O 1.64064 0.11444 -1.16590 0.01 -0.04 0.33
N 1.68436 0.27970 -3.40181 0.31 -0.13 -0.19
C 1.18922 0.71717 -4.68641 -0.11 0.28 -0.26
H 1.98337 1.27028 -5.20315 -0.11 0.02 0.03
C 0.75017 -0.49851 -5.53422 -0.18 -0.09 0.08
H -0.22267 -0.30057 -5.98087 0.08 0.01 -0.05
H 1.46413 -0.69317 -6.33477 0.01 -0.04 -0.01
C 0.66114 -1.73155 -4.62654 -0.01 0.07 -0.24
C -0.38149 -1.42022 -3.54355 0.28 -0.44 -0.33
O -1.32980 -0.70492 -3.79236 -0.25 0.19 -0.05
N -0.18504 -2.02434 -2.34060 0.27 -0.36 0.14
C -0.85426 -1.77516 -1.14049 -0.37 0.12 0.30
C -0.24713 -2.22233 0.03527 -0.15 0.04 0.08
C -0.83233 -1.96888 1.25770 0.13 -0.16 -0.15
C -2.02741 -1.27585 1.30790 -0.34 0.28 0.48
C -2.65159 -0.84956 0.15335 -0.05 0.00 0.22
C -2.07251 -1.10232 -1.07773 -0.01 -0.01 -0.19
H -2.54831 -0.76881 -1.98428 -0.01 -0.01 0.01
H -3.58679 -0.31811 0.23469 -0.11 0.08 -0.07
S -2.69616 -0.88071 2.91509 0.25 0.08 -0.12
O -2.74244 -2.06321 3.72579 0.26 -0.05 0.03
O -3.90876 -0.12410 2.75202 0.19 0.09 -0.22
N -1.44666 0.07313 3.49313 -0.59 -0.64 -0.35
C -1.27030 0.11196 4.92807 0.05 -0.38 0.59
C 0.11311 0.67376 5.24268 -0.38 0.24 -0.10
H 0.87018 0.01339 4.81703 0.09 -0.07 0.01
H 0.25283 0.71006 6.32420 0.03 -0.03 0.04
C 0.26605 2.07167 4.63847 0.37 -0.13 -0.11
C 1.65654 2.63907 4.90725 -0.34 -0.02 0.01
H 1.74890 3.63852 4.48860 0.08 0.12 -0.04
H 1.84600 2.69526 5.97667 0.09 0.03 0.12
H 2.41773 2.00685 4.45587 0.13 -0.08 -0.06
C -0.01685 1.99562 3.13627 -0.33 -0.02 0.22
C -1.39082 1.38098 2.88275 0.14 0.48 -0.44
H -1.56667 1.25055 1.81293 0.02 0.20 -0.01
H -2.18280 2.03042 3.28542 0.04 -0.04 -0.07
H 0.73950 1.37357 2.65451 0.09 0.00 -0.07
H 0.02241 2.99192 2.69271 0.03 0.02 -0.05
H -0.47866 2.73152 5.09892 -0.04 -0.01 0.00
H -1.38200 -0.91125 5.28820 0.02 0.13 0.16
H -2.04466 0.73661 5.40013 0.05 -0.05 0.01
H -0.37874 -2.29132 2.18045 0.18 -0.08 0.07
H 0.69721 -2.74388 -0.01533 0.12 -0.03 0.01
H 0.67542 -2.53741 -2.21509 -0.11 0.15 -0.16
C 2.07634 -2.03917 -4.13316 -0.14 0.04 0.02
C 2.67863 -0.76858 -3.49569 0.29 -0.07 0.24
H 3.51082 -0.39651 -4.10182 -0.02 -0.02 0.04
H 3.04193 -0.95924 -2.48469 0.02 0.04 -0.21
H 2.09723 -2.88088 -3.43906 0.06 -0.06 -0.01
H 2.67516 -2.33797 -4.99563 -0.04 -0.08 0.05
H 0.27592 -2.58241 -5.19914 -0.01 0.06 0.06
H 0.34459 1.38479 -4.54166 0.08 -0.01 0.00
H -0.75119 1.36402 -2.61746 -0.06 0.05 -0.07
H 0.50117 2.62532 -2.62672 -0.02 0.08 -0.08
H -0.05820 1.93157 -1.09269 0.05 -0.03 0.00
```
Forces are in eV/Å.

Entry 2:
ORCA calculation (wB97M-V/def2-TZVPD) on C20H29N3O4S in the gas phase in a non-equilibrium geometry.

energy relative to the best compared isomer or geometry (same formula, charge and spin) = 3.947 eV
lowest unoccupied orbital energy = 0.7 eV
structure (SMILES) = C=CCN(CC=C)C(=O)c1cccc(OC2CCN(S(=O)(=O)N(C)C)CC2)c1
gap between HOMO and LUMO = 9.44 eV
HOMO = -8.78 eV

The geometry in XYZ format:
```
57
Properties=species:S:1:pos:R:3:forces:R:3
C -3.15086 -2.73876 -1.50477 0.13 -0.04 -0.06
C -3.13321 -1.53407 -0.96849 -0.06 0.09 -0.13
C -4.16472 -0.47463 -1.23354 0.32 -0.01 -0.23
N -4.78031 0.01493 -0.01619 -0.25 -0.15 -0.12
C -4.27329 1.02275 0.73313 -0.02 0.11 -0.04
O -4.77356 1.37676 1.78436 0.10 0.14 0.24
C -3.05694 1.70202 0.17533 0.23 0.26 0.11
C -3.18688 2.72271 -0.76191 -0.05 -0.01 0.01
C -2.05531 3.36839 -1.22014 -0.16 -0.05 0.01
C -0.79505 3.01351 -0.76617 0.37 -0.02 0.10
C -0.65990 2.00420 0.18125 -0.30 -0.07 -0.04
C -1.80562 1.35675 0.64962 0.06 0.04 -0.06
H -1.69139 0.59125 1.40185 0.02 -0.11 0.10
O 0.50619 1.57103 0.72740 -0.17 -0.11 0.12
C 1.74723 2.10849 0.29452 0.59 0.44 -0.20
C 2.17604 1.51097 -1.05322 -0.33 -0.16 0.26
C 2.37478 0.00261 -0.90677 -0.16 0.15 -0.66
N 3.34205 -0.31537 0.12344 1.03 -0.09 -0.31
S 4.93539 -0.10064 -0.31929 -0.19 -0.63 0.55
O 5.07369 -0.55086 -1.67176 -0.15 -0.12 -0.13
O 5.43000 1.20615 0.00181 0.12 0.05 0.18
N 5.62813 -1.17988 0.76315 -0.52 0.75 -0.52
C 5.29961 -2.54499 0.41970 -0.15 -0.40 -0.14
H 5.59588 -3.19930 1.23870 -0.02 0.01 0.02
H 4.22353 -2.59608 0.27734 -0.01 -0.26 0.02
H 5.79734 -2.86077 -0.50345 0.02 -0.06 0.05
C 7.03935 -0.94643 0.98789 0.29 0.30 -0.01
H 7.65313 -1.30183 0.15257 0.03 -0.02 0.03
H 7.34201 -1.45696 1.90235 -0.02 0.00 -0.03
H 7.17789 0.12539 1.10199 0.23 -0.05 0.11
C 3.01385 0.24697 1.41721 0.03 0.35 0.60
C 2.78611 1.75823 1.36320 -0.37 -0.09 -0.12
H 3.72515 2.25094 1.11319 -0.10 0.07 0.06
H 2.43963 2.10816 2.33602 0.01 0.05 0.01
H 3.84505 0.00838 2.08076 -0.20 0.00 0.19
H 2.10721 -0.25096 1.77244 0.12 -0.05 0.01
H 2.74907 -0.42902 -1.83503 -0.26 0.00 -0.01
H 1.42890 -0.47626 -0.63461 0.12 -0.03 -0.03
H 3.11937 1.96770 -1.35609 -0.03 0.10 -0.08
H 1.42174 1.70494 -1.81745 0.05 0.05 -0.04
H 1.67088 3.20264 0.21886 -0.03 -0.17 0.03
H 0.06427 3.53997 -1.15006 0.10 0.01 -0.02
H -2.14740 4.16276 -1.94602 0.00 0.06 -0.05
H -4.16532 3.00765 -1.11828 -0.10 0.03 -0.04
C -5.93192 -0.72021 0.47474 -0.24 0.13 0.29
C -5.58573 -2.12339 0.86471 -0.10 0.10 -0.02
C -6.24382 -3.19081 0.45478 -0.06 -0.08 0.06
H -5.97563 -4.18350 0.77229 0.09 -0.18 0.11
H -7.08973 -3.11475 -0.20930 -0.15 0.08 -0.18
H -4.74136 -2.21482 1.53404 0.12 -0.09 0.10
H -6.28518 -0.17176 1.35528 -0.02 -0.10 -0.21
H -6.71771 -0.71685 -0.28856 0.03 0.00 0.06
H -3.68637 0.36461 -1.74893 -0.17 -0.15 -0.01
H -4.95369 -0.87577 -1.87573 0.05 0.08 -0.01
H -2.34323 -1.23724 -0.29235 0.15 -0.03 0.10
H -2.38534 -3.46675 -1.29857 0.19 -0.11 0.07
H -3.93401 -3.04817 -2.17728 -0.22 -0.02 -0.11
```
Forces are in eV/Å.

Entry 3:
ORCA calculation (wB97M-V/def2-TZVPD) on C20H29N3O5S in the gas phase in a non-equilibrium geometry.

energy relative to the best compared isomer or geometry (same formula, charge and spin) = 0.775 eV
lowest unoccupied orbital energy = 0.4 eV
structure (SMILES) = CCCN(CCC)C(=O)[C@@H]1CCCN(S(=O)(=O)c2ccc3c(c2)oc(=O)n3C)C1
gap between HOMO and LUMO = 9.39 eV
HOMO = -8.97 eV

The geometry in XYZ format:
```
58
Properties=species:S:1:pos:R:3:forces:R:3
C -3.94421 -3.59769 0.18490 -0.18 0.08 -0.18
C -4.82174 -2.66623 -0.64170 0.05 0.11 0.22
H -5.82011 -3.09607 -0.74293 -0.04 0.00 -0.07
H -4.40117 -2.55192 -1.64104 -0.10 0.01 -0.05
C -4.96306 -1.27282 -0.02280 -0.21 -0.17 -0.48
N -3.68734 -0.57853 0.06568 -0.26 -0.30 0.10
C -3.23458 0.00831 -1.06395 0.38 0.24 0.24
O -3.84537 -0.07044 -2.11672 -0.09 0.02 -0.38
C -1.89698 0.73543 -0.98595 -0.20 -0.11 -0.47
H -1.74423 1.18758 -0.00454 -0.08 -0.04 0.05
C -0.76211 -0.26703 -1.22978 -0.45 -0.27 0.45
N 0.52434 0.38544 -1.10095 0.28 -0.09 0.93
S 0.95977 0.73494 0.47866 0.75 -0.14 -0.22
O 0.70750 2.09953 0.85386 0.15 0.07 -0.19
O 0.40644 -0.29090 1.31575 -0.02 -0.31 -0.13
C 2.73132 0.50521 0.36129 -0.54 0.41 0.07
C 3.57918 1.57754 0.57623 -0.32 0.08 0.06
C 4.95576 1.42993 0.48102 0.24 -0.32 -0.07
C 5.43010 0.16967 0.16337 -0.60 -0.07 0.01
C 4.55441 -0.90961 -0.05229 -0.27 0.94 0.24
C 3.18963 -0.76446 0.04152 0.57 -0.42 -0.09
H 2.50073 -1.57625 -0.11149 -0.05 -0.21 -0.07
O 5.28464 -2.02139 -0.34684 -0.28 -0.41 -0.07
C 6.60425 -1.67793 -0.32174 0.86 0.20 0.00
O 7.51399 -2.42289 -0.53737 -0.14 -0.22 -0.04
N 6.69565 -0.33449 -0.00980 -0.31 -0.23 -0.04
C 7.94248 0.36951 0.10914 0.20 0.07 0.01
H 7.99071 1.18357 -0.61578 0.03 -0.01 0.02
H 8.73963 -0.34521 -0.09050 -0.04 0.09 0.02
H 8.05675 0.77349 1.11621 0.03 0.00 -0.02
H 5.62381 2.25844 0.64914 0.07 0.11 0.02
H 3.13760 2.52891 0.82686 0.01 0.14 0.02
C 0.70010 1.48891 -2.02498 0.18 0.65 -0.20
C -0.43256 2.51500 -1.94420 -0.02 -0.12 -0.06
C -1.79343 1.82982 -2.05064 0.02 0.07 0.19
H -2.59231 2.56002 -1.91095 -0.03 -0.02 -0.08
H -1.92573 1.37943 -3.03636 -0.08 0.00 0.00
H -0.31160 3.24699 -2.74423 0.03 0.03 0.01
H -0.36119 3.03211 -0.98620 0.00 0.08 -0.11
H 1.65943 1.95415 -1.78721 0.03 0.05 -0.23
H 0.75622 1.06158 -3.03145 0.07 0.00 0.07
H -0.77886 -1.08106 -0.50497 -0.16 -0.08 -0.16
H -0.83876 -0.68494 -2.23758 0.03 0.03 0.03
C -3.06604 -0.47875 1.37199 0.04 0.48 0.21
H -3.35750 -1.35956 1.94822 0.10 -0.01 -0.05
H -1.97808 -0.49610 1.28948 -0.07 -0.07 0.00
C -3.49595 0.78258 2.13276 0.20 -0.24 0.10
C -2.67530 0.94381 3.40556 -0.16 0.05 -0.16
H -2.96741 1.84587 3.93744 0.03 0.05 0.12
H -2.82155 0.09124 4.06513 0.03 -0.08 0.13
H -1.61728 1.01014 3.16096 0.13 0.02 0.04
H -4.55980 0.72158 2.37435 -0.04 0.03 -0.08
H -3.35530 1.65732 1.49501 -0.04 0.00 -0.08
H -5.62802 -0.67831 -0.65620 0.01 -0.05 0.17
H -5.39114 -1.34128 0.97838 0.02 0.04 0.03
H -2.93369 -3.20409 0.26543 0.14 0.00 0.06
H -3.89090 -4.57737 -0.28412 0.07 -0.11 0.02
H -4.35113 -3.72270 1.18689 0.02 -0.05 0.15
```
Forces are in eV/Å.

Entry 4:
ORCA calculation (wB97M-V/def2-TZVPD) on C20H29N3O5S in the gas phase in a non-equilibrium geometry.

energy relative to the best compared isomer or geometry (same formula, charge and spin) = 0.763 eV
lowest unoccupied orbital energy = 0.6 eV
structure (SMILES) = COC(=O)Nc1ccc(S(=O)(=O)N2CCC(C(=O)N3CCC[C@H](C)C3)CC2)cc1
gap between HOMO and LUMO = 9.19 eV
HOMO = -8.57 eV

The geometry in XYZ format:
```
58
Properties=species:S:1:pos:R:3:forces:R:3
C 3.79852 -3.24799 3.71652 -0.22 -0.16 0.24
H 3.56392 -2.81854 4.69237 0.04 -0.07 -0.06
H 4.73728 -3.79418 3.75524 -0.04 0.03 -0.01
H 2.98266 -3.90928 3.41746 0.08 0.02 0.05
O 3.98182 -2.22137 2.75383 0.04 0.32 -0.29
C 2.92660 -1.38538 2.59038 0.37 -0.24 0.03
O 1.89153 -1.49017 3.19408 -0.31 -0.01 0.13
N 3.25530 -0.44877 1.65864 0.50 -0.08 -0.25
C 2.43620 0.53521 1.10587 -0.31 0.27 0.01
C 1.24939 0.93411 1.71436 0.00 0.00 0.06
C 0.45004 1.87692 1.09528 0.05 0.01 0.10
C 0.82821 2.40797 -0.12324 -0.55 0.47 -0.39
C 2.02883 2.05676 -0.70928 0.18 0.00 -0.01
C 2.84380 1.13452 -0.08601 -0.08 0.02 0.10
H 3.78068 0.84409 -0.53856 0.10 -0.03 -0.07
H 2.30473 2.51250 -1.64728 0.13 0.01 -0.11
S -0.31941 3.43946 -1.02613 -0.17 0.12 -0.14
O -1.19769 4.07338 -0.08619 0.00 -0.38 0.19
O 0.40114 4.25452 -1.96184 0.21 -0.33 -0.04
N -1.26340 2.39391 -1.91199 0.57 0.68 0.54
C -0.75954 1.88778 -3.16490 0.33 -0.17 -0.63
C -0.21733 0.46108 -3.06608 0.06 0.14 0.01
H 0.70493 0.47313 -2.48069 -0.08 -0.02 -0.15
H 0.02112 0.10636 -4.06938 0.02 0.00 -0.02
C -1.20015 -0.50272 -2.36919 0.11 -0.01 -0.02
C -0.50288 -1.14220 -1.15608 0.10 0.03 -0.43
O 0.57670 -0.73008 -0.76144 0.04 0.08 -0.03
N -1.11110 -2.17321 -0.53448 -0.03 -0.33 0.32
C -2.30975 -2.88152 -0.91686 -0.40 0.19 -0.02
H -2.70564 -2.50188 -1.85682 0.04 -0.02 -0.01
C -3.37809 -2.79680 0.18413 -0.03 -0.40 -0.09
C -4.63077 -3.55958 -0.23331 0.22 0.23 0.06
H -4.39914 -4.60897 -0.40259 0.00 -0.16 -0.03
H -5.38737 -3.49773 0.54467 -0.11 -0.03 0.06
H -5.04678 -3.14746 -1.14997 -0.11 0.00 -0.12
C -2.79518 -3.34115 1.48923 0.00 0.45 0.00
C -1.50855 -2.59775 1.83455 0.05 -0.34 -0.11
C -0.51748 -2.70518 0.68072 0.23 0.24 0.39
H 0.38386 -2.13146 0.89618 -0.10 -0.17 -0.05
H -0.24588 -3.75441 0.51417 0.02 0.00 0.00
H -1.05320 -3.00627 2.73635 0.04 0.04 0.07
H -1.72667 -1.54392 2.01623 0.03 0.08 0.05
H -3.52307 -3.23058 2.29465 -0.06 -0.08 0.02
H -2.58335 -4.40700 1.37269 -0.02 -0.11 -0.01
H -3.63801 -1.74357 0.33876 0.06 0.02 -0.03
H -2.04687 -3.93839 -1.06462 -0.07 0.03 -0.06
H -1.48554 -1.30094 -3.06111 0.00 0.05 0.08
C -2.45925 0.25635 -1.92362 0.17 0.07 0.02
C -2.06899 1.48824 -1.11876 -0.64 -0.10 0.47
H -2.95531 2.03317 -0.77747 0.06 -0.20 0.07
H -1.50651 1.16451 -0.23351 -0.15 -0.08 0.00
H -3.09696 -0.37145 -1.30351 -0.07 0.03 -0.02
H -3.03450 0.55550 -2.80122 -0.07 -0.05 0.01
H -1.56511 1.93867 -3.90774 0.11 0.08 0.05
H 0.02427 2.57850 -3.47712 -0.10 -0.12 -0.22
H -0.46537 2.21961 1.55245 -0.08 -0.03 0.11
H 0.94839 0.48297 2.64494 -0.01 0.03 0.05
H 4.14469 -0.59799 1.20119 -0.15 -0.01 0.13
```
Forces are in eV/Å.